[1]
This record from the OMol25 dataset describes a molecular structure, C24H44OsP2 in a non-equilibrium geometry. The level of theory is ωB97M-V with the def2-TZVPD basis set.

Properties
Energy relative to the best compared isomer or geometry (same formula, charge and spin) in kJ/mol: 0.00
Expectation value of S²: 6.028
HOMO-LUMO gap (alpha / beta) in eV: 7.81 / 6.28
HOMO energy (alpha / beta) in eV: -13.18 / -14.18

Structure (ORCA input):
```
! RIJCOSX wB97M-V def2-TZVPD def2/J DEFGRID3
* xyz 2 5
Os 1.658 -0.876 0.608
C -0.720 -0.981 2.237
C -0.528 -2.132 1.445
C 1.490 -1.648 2.511
C 0.535 -0.598 2.790
C 0.838 -2.575 1.602
C -2.019 -0.365 2.610
H -2.851 -0.807 2.054
H -2.035 0.717 2.436
H -2.239 -0.513 3.678
C 0.732 0.528 3.740
H 0.195 1.418 3.397
H 1.792 0.771 3.843
H 0.337 0.268 4.730
C 2.836 -1.850 3.108
H 2.922 -2.873 3.489
H 2.989 -1.134 3.915
H 3.617 -1.712 2.357
C 1.425 -3.874 1.174
H 1.778 -4.416 2.062
H 2.286 -3.707 0.513
H 0.670 -4.460 0.639
C -1.586 -2.873 0.708
H -2.061 -3.634 1.346
H -1.174 -3.393 -0.163
H -2.372 -2.196 0.359
C -2.587 3.642 0.973
C -3.513 2.707 1.226
C -3.961 1.602 0.316
C -3.675 1.809 -1.201
C -2.499 1.088 -1.647
C -1.191 1.202 -1.088
C -0.712 2.393 -0.214
C -1.591 3.658 -0.156
H -5.043 1.450 0.435
H -3.661 2.875 -1.446
H -3.513 0.651 0.652
H -2.026 3.847 -1.145
H -2.468 4.471 1.679
H -4.067 2.749 2.175
H -0.899 4.496 0.028
H -0.529 1.992 0.803
H -0.960 0.272 -0.511
H 0.282 2.714 -0.576
H -4.532 1.374 -1.749
H -2.682 0.186 -2.221
P 0.095 0.857 -2.480
C 0.040 2.494 -3.300
C -0.567 -0.240 -3.765
P 2.239 -1.142 -1.406
C 1.836 0.466 -2.266
C 1.402 -2.550 -2.176
C 4.000 -1.336 -1.753
H 0.749 3.193 -2.836
H -0.971 2.926 -3.281
H 0.329 2.344 -4.352
H -0.139 0.090 -4.723
H -1.656 -0.162 -3.833
H -0.282 -1.282 -3.584
H 4.173 -1.102 -2.819
H 4.276 -2.380 -1.538
H 4.589 -0.655 -1.115
H 2.317 1.295 -1.712
H 2.315 0.409 -3.260
H 2.019 -3.437 -1.962
H 1.336 -2.406 -3.263
H 0.405 -2.706 -1.732
C 3.008 0.565 0.840
H 3.251 1.161 -0.044
H 3.926 0.107 1.218
H 2.624 1.229 1.619
*
```

[2]
This record from the OMol25 dataset describes a molecular structure, C24H45As3NO4SV. The level of theory is ωB97M-V with the def2-TZVPD basis set.

Properties
Energy relative to the best compared isomer or geometry (same formula, charge and spin) in kJ/mol: 34.97
Expectation value of S²: 3.765
HOMO-LUMO gap (alpha / beta) in eV: 6.22 / 7.16
HOMO energy (alpha / beta) in eV: -3.71 / -4.65

Structure (ORCA input):
```
! RIJCOSX wB97M-V def2-TZVPD def2/J DEFGRID3
* xyz -1 4
V -0.305 0.189 -1.064
C 4.332 -2.184 3.955
As 2.814 -2.369 2.693
C 3.963 -2.726 1.137
C 2.546 -0.472 2.248
C 1.616 0.348 3.155
C 1.666 1.797 2.647
C 0.181 -0.198 3.095
As -0.792 0.154 1.407
C -1.575 1.895 1.825
C -2.363 -0.946 1.769
C 2.176 0.254 4.590
As 1.402 1.066 6.231
C -0.049 -0.215 6.609
C 0.262 2.557 5.642
H 4.942 -1.311 3.710
H 4.947 -3.080 3.861
H 3.997 -2.106 4.989
H 4.798 -2.024 1.113
H 3.383 -2.624 0.221
H 4.350 -3.742 1.196
H 2.158 -0.470 1.226
H 3.534 0.000 2.222
H 1.420 1.840 1.581
H 2.673 2.204 2.773
H 0.970 2.441 3.182
H -0.425 0.239 3.884
H 0.177 -1.279 3.238
H -1.986 1.917 2.833
H -2.371 2.061 1.098
H -0.833 2.679 1.698
H -2.754 -0.763 2.769
H -2.100 -1.998 1.665
H -3.116 -0.700 1.021
H 3.207 0.615 4.575
H 2.235 -0.807 4.881
H 0.359 -1.227 6.599
H -0.872 -0.160 5.897
H -0.435 -0.015 7.609
H 0.878 3.376 5.273
H -0.275 2.906 6.524
H -0.460 2.278 4.877
C -5.887 -0.130 -7.502
C -5.010 -0.004 -6.284
C -3.633 -0.179 -6.368
C -2.830 -0.063 -5.239
C -3.407 0.227 -4.014
C -4.777 0.415 -3.912
C -5.568 0.297 -5.042
S -2.355 0.324 -2.579
O -3.008 1.251 -1.662
O -2.222 -1.043 -2.072
N -0.931 0.770 -3.026
C -0.663 2.211 -3.204
C 0.112 2.847 -2.033
O 0.409 4.028 -2.142
O 0.391 2.084 -1.018
H -5.293 -0.316 -8.396
H -6.467 0.781 -7.662
H -6.595 -0.953 -7.389
H -3.180 -0.404 -7.327
H -1.754 -0.191 -5.292
H -5.203 0.665 -2.947
H -6.640 0.446 -4.966
H -1.559 2.815 -3.347
H -0.042 2.352 -4.088
C 2.815 -2.386 -2.977
C 2.101 -1.135 -2.453
C 3.130 -0.126 -1.943
C 1.061 -1.441 -1.365
H 3.539 -2.146 -3.768
H 2.091 -3.100 -3.380
H 3.357 -2.885 -2.166
H 1.578 -0.678 -3.303
H 3.658 -0.539 -1.074
H 2.641 0.797 -1.629
H 3.879 0.114 -2.706
H 1.584 -1.841 -0.483
H 0.403 -2.262 -1.701
*
```

[3]
This record from the OMol25 dataset describes a molecular structure, C24H45BF4P2W in a non-equilibrium geometry. The level of theory is ωB97M-V with the def2-TZVPD basis set.

Properties
Energy relative to the best compared isomer or geometry (same formula, charge and spin) in kJ/mol: 0.00
Expectation value of S²: 2.005
HOMO-LUMO gap (alpha / beta) in eV: 6.69 / 4.41
HOMO energy (alpha / beta) in eV: -13.87 / -13.86

Structure (ORCA input):
```
! RIJCOSX wB97M-V def2-TZVPD def2/J DEFGRID3
* xyz 2 3
W 0.858 1.288 -1.061
C 2.728 1.179 0.113
C 2.501 2.594 -0.122
C 0.958 1.845 1.474
C 1.694 0.694 1.029
C 1.378 2.978 0.708
C 3.689 0.315 -0.635
H 3.806 0.693 -1.657
H 3.297 -0.704 -0.709
H 4.689 0.259 -0.183
C 1.406 -0.705 1.487
H 1.268 -1.456 0.668
H 0.475 -0.746 2.067
H 2.213 -1.066 2.164
C -0.020 1.887 2.608
H 0.291 2.620 3.371
H -0.100 0.918 3.108
H -1.016 2.186 2.258
C 0.692 4.300 0.811
H 0.807 4.893 -0.110
H 1.096 4.906 1.654
H -0.392 4.165 1.011
C 3.241 3.453 -1.091
H 4.207 3.792 -0.704
H 2.676 4.350 -1.345
H 3.455 2.903 -2.008
C -0.079 -0.345 -1.876
C 1.173 0.025 -2.598
C 1.038 0.757 -3.920
C 0.571 2.225 -3.780
C 0.338 2.732 -2.352
C -0.830 2.301 -1.544
C -1.913 1.421 -2.156
C -1.447 -0.002 -2.478
H 0.350 0.225 -4.603
H -0.345 2.415 -4.379
H 2.008 0.735 -4.443
H -1.436 -0.164 -3.569
H -0.031 -1.344 -1.405
H 1.878 -0.810 -2.581
H -2.190 -0.726 -2.104
H -2.756 1.371 -1.433
H -1.187 2.953 -0.729
H -2.303 1.904 -3.073
H 1.360 2.863 -4.214
H 0.668 3.762 -2.160
P 0.989 -3.670 -0.057
C 1.898 -4.517 1.272
H 1.557 -5.552 1.350
H 1.680 -3.995 2.226
H 2.969 -4.481 1.031
C -0.719 -4.254 0.073
H -0.736 -5.256 0.526
H -1.200 -4.268 -0.926
H -1.238 -3.553 0.756
C 1.521 -4.516 -1.590
H 1.060 -3.975 -2.434
H 1.155 -5.556 -1.580
H 2.621 -4.516 -1.683
P -3.177 0.077 1.307
C -3.810 1.758 1.624
H -4.848 1.629 1.934
H -3.759 2.377 0.710
H -3.252 2.209 2.462
C -4.556 -0.627 0.365
H -4.972 0.119 -0.342
H -5.285 -0.893 1.134
H -4.192 -1.541 -0.133
C -3.299 -0.641 2.974
H -4.328 -1.011 3.070
H -3.134 0.190 3.686
H -2.538 -1.446 3.078
F -0.911 -2.672 2.679
B -0.241 -2.797 3.961
F -0.217 -1.511 4.557
F -0.911 -3.734 4.753
F 1.108 -3.218 3.714
*
```

[4]
This record from the OMol25 dataset describes 3 unconnected molecules or ions with the total composition C24H45BrN2O7P in a non-equilibrium geometry. The level of theory is ωB97M-V with the def2-TZVPD basis set.

Properties
Energy relative to the best compared isomer or geometry (same formula, charge and spin) in kJ/mol: 394.04
HOMO-LUMO gap in eV: 7.96
HOMO energy in eV: -10.72

Structure (ORCA input):
```
! RIJCOSX wB97M-V def2-TZVPD def2/J DEFGRID3
* xyz 1 1
C 5.842 -1.182 1.591
C 5.123 -0.810 0.722
N 4.266 -0.391 -0.319
C 2.944 -0.145 0.419
C 1.740 0.265 -0.401
P 0.300 -0.144 0.644
O 0.647 -0.031 2.060
O -0.803 0.955 0.298
C -1.301 1.005 -1.055
C -2.312 2.127 -1.198
O -0.288 -1.551 0.236
C -1.550 -1.919 0.843
C -2.341 -2.745 -0.148
C 4.114 -1.404 -1.423
C 4.473 -2.860 -1.170
C 3.757 -3.565 -0.022
Br 6.380 -3.224 -1.206
C 4.967 0.891 -0.808
C 6.220 0.702 -1.345
C 6.906 1.820 -1.748
C 6.293 3.050 -1.580
N 5.098 3.225 -1.043
C 4.428 2.136 -0.655
H 6.255 -1.606 2.472
H 3.156 0.561 1.210
H 2.736 -1.079 0.928
H 1.628 1.329 -0.578
H 1.603 -0.225 -1.362
H -1.756 0.056 -1.326
H -0.487 1.173 -1.760
H -3.329 1.757 -1.209
H -2.157 2.617 -2.155
H -2.196 2.876 -0.424
H -1.378 -2.484 1.753
H -2.130 -1.045 1.124
H -2.664 -2.111 -0.967
H -1.687 -3.508 -0.564
H -3.202 -3.205 0.322
H 3.079 -1.428 -1.741
H 4.655 -1.079 -2.302
H 4.125 -3.343 -2.076
H 4.316 -3.463 0.899
H 2.735 -3.218 0.095
H 3.742 -4.628 -0.238
H 6.647 -0.286 -1.435
H 7.891 1.731 -2.171
H 6.819 3.939 -1.899
H 3.470 2.324 -0.200
C 1.789 6.447 -1.465
O 0.806 5.423 -1.456
C 0.875 4.585 -0.319
C -0.173 4.956 0.711
O 0.058 6.229 1.278
C -0.763 7.252 0.735
H 1.518 7.154 -2.246
H 1.832 6.972 -0.509
H 2.776 6.029 -1.692
H 1.875 4.617 0.128
H 0.694 3.557 -0.664
H -0.129 4.226 1.527
H -1.171 4.908 0.266
H -1.787 7.159 1.110
H -0.774 7.225 -0.356
H -0.355 8.206 1.061
C -8.998 -4.241 1.594
O -8.370 -5.507 1.706
C -7.581 -5.850 0.580
C -6.108 -5.629 0.838
O -5.800 -4.251 1.016
C -5.657 -3.885 2.378
H -9.387 -3.981 2.577
H -8.296 -3.467 1.274
H -9.832 -4.287 0.886
H -7.900 -5.285 -0.302
H -7.745 -6.913 0.378
H -5.541 -5.978 -0.030
H -5.785 -6.208 1.708
H -4.704 -4.252 2.778
H -6.474 -4.274 2.989
H -5.665 -2.797 2.430
*
```

[5]
This record from the OMol25 dataset describes a molecular structure, C24H45Cl3N3O4SiSn in a non-equilibrium geometry. The level of theory is ωB97M-V with the def2-TZVPD basis set.

Properties
Energy relative to the best compared isomer or geometry (same formula, charge and spin) in kJ/mol: 496.82
HOMO-LUMO gap (alpha / beta) in eV: 3.09 / 3.09
HOMO energy (alpha / beta) in eV: -0.67 / -0.68

Structure (ORCA input):
```
! RIJCOSX wB97M-V def2-TZVPD def2/J DEFGRID3
* xyz -1 1
C -3.071 5.392 0.975
C -2.108 4.669 0.071
H -3.658 6.141 0.448
H -2.599 5.918 1.813
H -3.824 4.709 1.366
C -1.295 5.310 -0.834
C -1.388 6.758 -1.014
H -0.625 4.746 -1.450
H -0.930 7.250 -0.139
H -2.460 7.082 -1.052
H -0.872 7.094 -1.906
Sn 0.558 -1.140 1.109
Cl -1.707 -1.912 1.375
Cl 1.476 -1.121 3.357
C -0.574 -1.636 -1.824
O 0.268 -1.014 -1.078
N -0.256 -1.942 -3.061
C 1.049 -1.561 -3.606
C -1.218 -2.556 -3.980
H -1.562 -1.904 -1.443
H 1.869 -1.906 -2.952
H 1.140 -0.469 -3.723
H 1.143 -2.045 -4.577
H -2.022 -3.033 -3.408
H -0.710 -3.322 -4.567
H -1.670 -1.818 -4.659
H 1.619 3.169 1.395
H 2.234 3.900 -1.339
C 2.633 2.824 1.149
C 2.908 3.042 -1.317
N 2.640 2.185 -0.161
H 2.985 2.130 1.912
C 2.470 0.864 -0.317
O 2.477 -0.011 0.617
H 2.797 2.429 -2.217
H 2.365 0.513 -1.372
H 3.273 3.713 1.055
H 3.927 3.425 -1.266
O -1.446 3.457 0.900
C -2.329 3.146 -0.156
C -0.453 2.494 -1.710
C -1.801 2.450 -1.348
H 0.284 2.880 -1.005
C -0.021 2.110 -2.971
H -3.311 2.863 0.188
C -2.659 1.698 -2.184
H 0.992 2.310 -3.284
C -0.925 1.541 -3.862
C -2.229 1.241 -3.431
H -3.685 1.518 -1.829
H -0.623 1.340 -4.900
H -2.934 0.690 -4.075
Si -1.171 2.404 2.975
Cl -0.297 0.942 0.745
C 0.539 2.542 3.775
C -1.919 0.831 3.786
C -2.343 3.763 3.339
H 1.206 3.223 3.248
H 1.048 1.573 3.868
H 0.452 2.954 4.792
H -1.871 4.724 3.113
H -2.641 3.724 4.385
H -3.244 3.610 2.741
H -1.961 -0.057 3.131
H -2.957 1.048 4.116
H -1.343 0.544 4.693
C 2.488 -5.854 2.154
N 1.621 -4.817 1.628
C 0.206 -4.840 1.994
C 2.074 -3.830 0.857
C 3.477 -3.683 0.399
O 1.218 -2.991 0.398
H 1.850 -6.599 2.626
H 3.227 -5.445 2.863
H 3.060 -6.315 1.336
H -0.025 -4.016 2.672
H -0.416 -4.711 1.117
H 0.000 -5.804 2.465
H 3.636 -4.371 -0.441
H 3.615 -2.649 0.048
H 4.189 -3.903 1.196
*
```

[6]
This record from the OMol25 dataset describes a molecular structure, C24H45ClHfP2 in a non-equilibrium geometry. The level of theory is ωB97M-V with the def2-TZVPD basis set.

Properties
Energy relative to the best compared isomer or geometry (same formula, charge and spin) in kJ/mol: 250.69
HOMO-LUMO gap (alpha / beta) in eV: 3.65 / 3.64
HOMO energy (alpha / beta) in eV: -12.89 / -12.89

Structure (ORCA input):
```
! RIJCOSX wB97M-V def2-TZVPD def2/J DEFGRID3
* xyz 2 1
Hf -0.113 -0.518 -0.567
C -1.994 1.616 1.083
C -2.288 0.700 -0.016
C -2.241 -0.467 2.001
C -2.000 0.893 2.283
C -2.437 -0.634 0.596
C -1.951 3.089 0.978
H -1.579 3.402 -0.004
H -1.284 3.523 1.735
H -2.939 3.559 1.120
C -1.931 1.458 3.660
H -1.507 2.468 3.653
H -1.297 0.831 4.301
H -2.930 1.513 4.125
C -2.467 -1.517 3.012
H -3.542 -1.669 3.222
H -1.981 -1.272 3.967
H -2.060 -2.483 2.681
C -3.150 -1.801 0.011
H -4.225 -1.587 -0.118
H -3.079 -2.676 0.673
H -2.752 -2.107 -0.963
C -3.139 1.197 -1.135
H -4.122 1.525 -0.738
H -3.317 0.437 -1.898
H -2.678 2.071 -1.611
C 1.717 0.474 -1.449
C 0.562 1.311 -1.606
C -0.067 1.556 -2.979
C -0.944 0.399 -3.510
C -0.976 -0.855 -2.629
C 0.199 -1.670 -2.498
C 1.479 -1.321 -3.281
C 2.379 -0.254 -2.611
H 0.696 1.809 -3.732
H -0.612 0.130 -4.528
H -0.698 2.459 -2.900
H 2.742 0.451 -3.379
H 2.457 0.778 -0.694
H 0.505 2.196 -0.947
H 3.302 -0.750 -2.247
H 2.082 -2.238 -3.408
H 0.059 -2.763 -2.426
H 1.233 -0.997 -4.309
H -1.979 0.761 -3.641
H -1.952 -1.361 -2.642
P 2.091 2.705 1.000
C 1.502 3.089 2.680
H 2.229 3.721 3.208
H 1.350 2.155 3.238
H 0.537 3.612 2.630
C 3.747 1.988 1.296
H 4.432 2.778 1.631
H 4.126 1.561 0.358
H 3.691 1.182 2.040
C 2.503 4.291 0.210
H 2.769 4.081 -0.836
H 3.353 4.747 0.734
H 1.621 4.944 0.228
P 0.851 -3.250 0.061
C -0.113 -4.727 -0.466
H 0.545 -5.538 -0.805
H -0.785 -4.447 -1.290
H -0.722 -5.084 0.375
C 2.519 -3.594 -0.628
H 2.542 -3.465 -1.721
H 2.827 -4.623 -0.391
H 3.235 -2.889 -0.181
C 1.175 -3.594 1.834
H 1.568 -4.615 1.981
H 0.252 -3.484 2.409
H 1.906 -2.876 2.212
Cl 1.066 -0.336 1.555
*
```